# 1
# C4H9NO

A 2-piece molecular cluster, C4H9NO overall (ωB97M-V with the def2-TZVPD basis set, the OMol25 dataset).

SMILES string: [H]/N=C\C.CC=O
Energy above the lowest of the compared OMol25 structures with the same formula, charge and spin in kJ/mol: 175.5
Maximum force in eV/A: 0.5
Lowest unoccupied orbital energy in eV: 1.0
HOMO-LUMO gap in eV: 10.321

Structure (XYZ):
```
15
C4H9NO, DFT ωB97M-V with the def2-TZVPD basis set
H 1.327 0.257 1.116
N 0.471 0.250 0.558
C 0.518 1.095 -0.386
C 1.656 2.027 -0.671
H -0.364 1.148 -1.035
H 1.774 2.200 -1.744
H 2.588 1.622 -0.265
H 1.458 2.993 -0.194
C -1.220 -2.110 0.829
C -1.363 -1.201 -0.362
O -2.251 -0.392 -0.515
H -0.180 -2.426 0.946
H -1.844 -2.996 0.666
H -1.554 -1.598 1.733
H -0.606 -1.357 -1.161
```

# 2
# C4H9NO

A 2-piece molecular cluster, C4H9NO overall (ωB97M-V with the def2-TZVPD basis set, the OMol25 dataset).

SMILES string: C=CC.NC=O
Energy above the lowest of the compared OMol25 structures with the same formula, charge and spin in kJ/mol: 140.5
Maximum force in eV/A: 1.1
Lowest unoccupied orbital energy in eV: 0.9
HOMO-LUMO gap in eV: 10.689

Structure (XYZ):
```
15
C4H9NO, DFT ωB97M-V with the def2-TZVPD basis set
C -0.314 0.054 2.025
C -0.463 0.866 0.979
C -1.758 1.052 0.228
H 0.567 0.126 2.644
H -1.135 -0.619 2.254
H 0.320 1.605 0.825
H -2.145 0.105 -0.151
H -2.518 1.470 0.885
H -1.628 1.712 -0.620
N 2.133 -1.133 -1.206
C 0.938 -0.890 -1.823
O 0.678 -1.193 -2.960
H 2.864 -1.585 -1.732
H 2.190 -1.223 -0.206
H 0.271 -0.347 -1.142
```

# 3
# C4H9NO2

One molecule with the formula C4H9NO2 (ωB97M-V with the def2-TZVPD basis set, the OMol25 dataset).

SMILES string: O=CNCCCO
Energy above the lowest of the compared OMol25 structures with the same formula, charge and spin in kJ/mol: 151.2
Maximum force in eV/A: 1.9
Lowest unoccupied orbital energy in eV: 0.7
HOMO-LUMO gap in eV: 10.502

Structure (XYZ):
```
16
C4H9NO2, DFT ωB97M-V with the def2-TZVPD basis set
O -2.500 -1.226 -2.144
C -1.371 -0.824 -1.968
N -0.994 0.043 -1.010
C 0.359 0.602 -0.949
C 0.897 0.769 0.496
C 0.231 -0.211 1.436
O 0.922 -0.125 2.707
H -0.561 -1.177 -2.634
H -1.679 0.345 -0.335
H 1.038 -0.140 -1.375
H 0.348 1.491 -1.577
H 0.638 1.743 0.897
H 1.982 0.728 0.597
H -0.743 0.213 1.705
H 0.273 -1.243 1.090
H 1.160 -0.987 3.065
```

# 4
# C4H9NO2

One molecule with the formula C4H9NO2 (ωB97M-V with the def2-TZVPD basis set, the OMol25 dataset).

SMILES string: C[C@H](CO)NC=O
Energy above the lowest of the compared OMol25 structures with the same formula, charge and spin in kJ/mol: 223.0
Maximum force in eV/A: 4.4
Lowest unoccupied orbital energy in eV: 0.8
HOMO-LUMO gap in eV: 10.190

Structure (XYZ):
```
16
C4H9NO2, DFT ωB97M-V with the def2-TZVPD basis set
C -0.886 -1.396 -0.482
C -0.053 -0.122 -0.486
C 1.117 -0.206 0.529
O 1.774 -1.368 0.415
N -0.896 0.976 -0.269
C -0.603 2.091 0.383
O 0.485 2.349 0.895
H -1.522 -1.357 -1.346
H -0.297 -2.181 -0.676
H -1.382 -1.589 0.503
H 0.451 -0.136 -1.439
H 0.741 -0.057 1.520
H 1.598 0.630 0.246
H 2.666 -1.377 0.061
H -1.954 0.803 -0.330
H -1.239 2.942 0.476
```

# 5
# C4H9NO2

A 3-piece molecular cluster, C4H9NO2 overall (ωB97M-V with the def2-TZVPD basis set, the OMol25 dataset).

SMILES string: c1cc[nH]c1.O.O
Energy above the lowest of the compared OMol25 structures with the same formula, charge and spin in kJ/mol: 305.0
Maximum force in eV/A: 4.3
Lowest unoccupied orbital energy in eV: 0.4
HOMO-LUMO gap in eV: 7.857

Structure (XYZ):
```
16
C4H9NO2, DFT ωB97M-V with the def2-TZVPD basis set
C 0.643 1.235 -1.981
C -0.702 0.870 -1.916
C -0.827 0.060 -0.820
N 0.328 -0.309 -0.369
C 1.268 0.646 -0.914
H 1.255 1.618 -2.811
H -1.424 1.193 -2.741
H -1.718 -0.299 -0.413
H 0.394 -1.255 0.029
H 2.043 0.863 -0.150
O 0.720 0.725 2.257
H 0.546 1.376 2.981
H -0.091 0.451 1.819
O -0.610 -2.199 1.445
H -1.117 -3.000 1.244
H -0.707 -1.975 2.340
```

# 6
# C4H9NO2

A 2-piece molecular cluster, C4H9NO2 overall (ωB97M-V with the def2-TZVPD basis set, the OMol25 dataset).

SMILES string: NC(=O)O.C=CC
Energy above the lowest of the compared OMol25 structures with the same formula, charge and spin in kJ/mol: 357.7
Maximum force in eV/A: 5.3
Lowest unoccupied orbital energy in eV: 0.0
HOMO-LUMO gap in eV: 9.074

Structure (XYZ):
```
16
C4H9NO2, DFT ωB97M-V with the def2-TZVPD basis set
N -2.067 1.344 -0.678
C -1.263 0.261 -0.325
O -1.574 -0.864 -0.686
O -0.947 0.341 1.223
H -2.040 2.148 -0.070
H -3.007 1.082 -0.939
H -1.411 -0.406 1.632
C 0.862 0.715 -0.660
C 1.295 -0.021 0.439
C 1.528 -1.483 0.319
H 1.162 1.755 -0.682
H 0.928 0.291 -1.653
H 1.781 0.471 1.272
H 1.915 -1.969 1.213
H 2.239 -1.655 -0.498
H 0.599 -2.010 0.093
```

# 7
# C4H9NO2

A 2-piece molecular cluster, C4H9NO2 overall (ωB97M-V with the def2-TZVPD basis set, the OMol25 dataset).

SMILES string: CON=C=O.CC
Energy above the lowest of the compared OMol25 structures with the same formula, charge and spin in kJ/mol: 355.5
Maximum force in eV/A: 1.0
Lowest unoccupied orbital energy in eV: 0.5
HOMO-LUMO gap in eV: 10.298

Structure (XYZ):
```
16
C4H9NO2, DFT ωB97M-V with the def2-TZVPD basis set
C -1.673 0.719 -3.028
O -0.608 -0.162 -2.707
N -0.604 -0.331 -1.323
C -0.217 -1.400 -0.853
O 0.134 -2.335 -0.243
H -1.577 0.900 -4.100
H -2.644 0.261 -2.810
H -1.577 1.657 -2.473
C 1.633 -0.454 2.240
C 0.558 0.626 2.144
H 2.553 -0.144 1.731
H 1.887 -0.668 3.284
H 1.301 -1.389 1.779
H -0.370 0.309 2.633
H 0.883 1.553 2.628
H 0.320 0.859 1.099
```

# 8
# C4H9NO2

One molecule with the formula C4H9NO2 (ωB97M-V with the def2-TZVPD basis set, the OMol25 dataset).

SMILES string: CCNC(=O)OC
Energy above the lowest of the compared OMol25 structures with the same formula, charge and spin in kJ/mol: 42.3
Maximum force in eV/A: 0.4
Lowest unoccupied orbital energy in eV: 0.9
HOMO-LUMO gap in eV: 10.624

Structure (XYZ):
```
16
C4H9NO2, DFT ωB97M-V with the def2-TZVPD basis set
C -2.409 0.759 0.836
C -1.662 -0.436 0.253
N -0.521 -0.040 -0.549
C 0.752 -0.361 -0.198
O 1.075 -1.092 0.717
O 1.631 0.256 -1.022
C 2.997 -0.027 -0.739
H -2.837 1.386 0.044
H -3.233 0.424 1.475
H -1.737 1.380 1.437
H -1.259 -1.070 1.047
H -2.341 -1.055 -0.347
H -0.642 0.600 -1.319
H 3.577 0.669 -1.348
H 3.211 0.120 0.322
H 3.243 -1.058 -1.009
```

# 9
# C4H9NO2

A 2-piece molecular cluster, C4H9NO2 overall (ωB97M-V with the def2-TZVPD basis set, the OMol25 dataset).

Energy above the lowest of the compared OMol25 structures with the same formula, charge and spin in kJ/mol: 583.6
Maximum force in eV/A: 0.6
Lowest unoccupied orbital energy in eV: 0.3
HOMO-LUMO gap in eV: 8.596

Structure (XYZ):
```
16
C4H9NO2, DFT ωB97M-V with the def2-TZVPD basis set
C 0.545 1.225 -1.429
N -1.312 1.731 -0.222
C -1.534 0.532 -0.203
O -0.495 -0.306 -0.847
C 0.141 -1.327 -0.057
C 0.361 -0.896 1.390
O 1.032 0.338 1.487
H 0.997 1.860 -0.679
H 1.217 0.454 -1.801
H -0.008 1.739 -2.206
H -2.359 -0.101 0.135
H -0.451 -2.249 -0.114
H 1.101 -1.508 -0.549
H -0.600 -0.871 1.922
H 0.985 -1.650 1.882
H 0.381 1.031 1.289
```

# 10
# C4H9NO2

One molecule with the formula C4H9NO2 (ωB97M-V with the def2-TZVPD basis set, the OMol25 dataset).

Energy above the lowest of the compared OMol25 structures with the same formula, charge and spin in kJ/mol: 277.4
Maximum force in eV/A: 0.6
Lowest unoccupied orbital energy in eV: 0.9
HOMO-LUMO gap in eV: 10.415

Structure (XYZ):
```
16
C4H9NO2, DFT ωB97M-V with the def2-TZVPD basis set
C -2.001 0.905 0.842
C -1.818 -0.457 0.181
N -0.526 -0.519 -0.478
C 0.527 -0.952 0.143
O 0.991 -1.413 1.141
O 1.507 -0.593 -1.100
C 2.643 0.193 -0.748
H -1.789 1.695 0.113
H -3.018 1.045 1.221
H -1.298 1.016 1.675
H -1.901 -1.262 0.923
H -2.595 -0.631 -0.571
H 0.475 -0.152 -1.377
H 3.368 0.123 -1.560
H 2.371 1.240 -0.570
H 3.062 -0.239 0.166
```

# 11
# C4H9NO2

One molecule with the formula C4H9NO2 (ωB97M-V with the def2-TZVPD basis set, the OMol25 dataset).

SMILES string: NCCCC(=O)O
Energy above the lowest of the compared OMol25 structures with the same formula, charge and spin in kJ/mol: 138.5
Maximum force in eV/A: 4.5
Lowest unoccupied orbital energy in eV: 0.7
HOMO-LUMO gap in eV: 9.963

Structure (XYZ):
```
16
C4H9NO2, DFT ωB97M-V with the def2-TZVPD basis set
N 0.590 -1.720 0.019
C 0.506 -0.776 -1.112
C 0.782 0.671 -0.679
C 0.303 1.027 0.821
C -0.998 0.506 1.098
O -1.286 -0.177 2.072
O -1.858 0.907 0.062
H -0.014 -1.521 0.877
H 0.244 -2.607 -0.334
H -0.325 -0.809 -1.757
H 1.481 -1.063 -1.676
H 0.207 1.234 -1.405
H 1.799 0.964 -0.819
H 0.269 2.093 0.841
H 1.017 0.696 1.603
H -2.718 0.574 0.389
```

# 12
# C4H9NO2

One molecule with the formula C4H9NO2 (ωB97M-V with the def2-TZVPD basis set, the OMol25 dataset).

SMILES string: NC(=O)CCCO
Energy above the lowest of the compared OMol25 structures with the same formula, charge and spin in kJ/mol: 260.1
Maximum force in eV/A: 4.3
Lowest unoccupied orbital energy in eV: 0.6
HOMO-LUMO gap in eV: 10.479

Structure (XYZ):
```
16
C4H9NO2, DFT ωB97M-V with the def2-TZVPD basis set
N 1.267 1.241 0.449
C 0.007 1.702 0.178
O -0.314 2.874 0.211
C -0.958 0.573 -0.140
C -0.516 -0.377 -1.207
C 0.173 -1.849 -0.435
O 0.388 -1.703 0.920
H 1.914 1.910 0.838
H 1.398 0.266 0.698
H -0.949 -0.027 1.026
H -2.001 0.875 -0.119
H -1.330 -0.730 -1.855
H 0.334 -0.013 -1.796
H -0.561 -2.633 -0.676
H 1.101 -1.932 -1.018
H -0.351 -0.935 1.301
```

# 13
# C4H9NO2

One molecule with the formula C4H9NO2 (ωB97M-V with the def2-TZVPD basis set, the OMol25 dataset).

SMILES string: NC(=O)CCCO
Energy above the lowest of the compared OMol25 structures with the same formula, charge and spin in kJ/mol: 56.6
Maximum force in eV/A: 0.3
Lowest unoccupied orbital energy in eV: 0.7
HOMO-LUMO gap in eV: 10.230

Structure (XYZ):
```
16
C4H9NO2, DFT ωB97M-V with the def2-TZVPD basis set
N -0.375 1.582 1.106
C 0.105 1.780 -0.151
O 0.440 2.877 -0.568
C 0.187 0.532 -1.030
C 0.862 -0.683 -0.365
C -0.103 -1.745 0.161
O -1.087 -1.224 1.053
H -0.390 2.374 1.729
H -0.592 0.654 1.450
H -0.829 0.274 -1.366
H 0.737 0.847 -1.919
H 1.522 -1.178 -1.088
H 1.505 -0.344 0.455
H -0.595 -2.256 -0.678
H 0.454 -2.501 0.723
H -1.860 -0.970 0.534
```

# 14
# C4H9NO2

C4H9NO2 as an isolated structure (ωB97M-V with the def2-TZVPD basis set, the OMol25 dataset).

Energy above the lowest of the compared OMol25 structures with the same formula, charge and spin in kJ/mol: 421.7
Maximum force in eV/A: 3.1
Lowest unoccupied orbital energy in eV: 0.8
HOMO-LUMO gap in eV: 10.902

Structure (XYZ):
```
16
C4H9NO2, DFT ωB97M-V with the def2-TZVPD basis set
C -1.311 0.784 -0.415
C -1.922 -0.383 -1.185
C 2.644 -0.128 0.409
C 0.620 -0.095 0.598
O -1.934 0.994 0.832
O 0.472 -0.789 1.628
N 0.142 0.586 -0.298
H -1.842 0.195 1.369
H 1.901 -0.658 1.294
H -1.450 1.717 -0.962
H -1.780 -1.312 -0.630
H -2.989 -0.206 -1.321
H -1.453 -0.486 -2.163
H 3.461 -0.594 0.985
H 2.655 -0.570 -0.580
H 2.785 0.946 0.437
```

# 15
# C4H9NO2

One molecule with the formula C4H9NO2 (ωB97M-V with the def2-TZVPD basis set, the OMol25 dataset).

SMILES string: CN[C@H](C=O)CO
Energy above the lowest of the compared OMol25 structures with the same formula, charge and spin in kJ/mol: 234.8
Maximum force in eV/A: 0.9
Lowest unoccupied orbital energy in eV: 0.7
HOMO-LUMO gap in eV: 9.748

Structure (XYZ):
```
16
C4H9NO2, DFT ωB97M-V with the def2-TZVPD basis set
C 2.058 -0.207 0.072
N 0.868 -0.192 0.881
C -0.389 0.333 0.358
C -1.407 0.046 1.440
O -1.425 0.654 2.471
C -0.712 -0.124 -1.051
O -1.818 0.626 -1.518
H 2.836 -0.804 0.555
H 2.432 0.820 0.024
H 1.919 -0.598 -0.938
H 0.682 -1.080 1.326
H -0.380 1.431 0.299
H -2.174 -0.741 1.284
H 0.161 0.017 -1.678
H -0.950 -1.194 -1.140
H -1.700 1.014 -2.386
```

# 16
# C4H9NO2

One molecule with the formula C4H9NO2 (ωB97M-V with the def2-TZVPD basis set, the OMol25 dataset).

Energy above the lowest of the compared OMol25 structures with the same formula, charge and spin in kJ/mol: 382.0
Maximum force in eV/A: 0.4
Lowest unoccupied orbital energy in eV: 0.6
HOMO-LUMO gap in eV: 6.948

Structure (XYZ):
```
16
C4H9NO2, DFT ωB97M-V with the def2-TZVPD basis set
C 0.361 -1.998 -0.751
C -0.208 -0.698 -0.215
O -1.069 -0.966 0.919
C 0.865 0.238 0.321
C 0.050 1.424 0.018
O -0.198 1.794 -1.231
N -0.469 2.191 0.958
H 0.846 -2.601 0.038
H 1.101 -1.812 -1.541
H -0.427 -2.620 -1.194
H -0.293 0.870 -1.617
H -1.962 -1.015 0.562
H 1.141 0.137 1.384
H 1.758 0.241 -0.313
H -1.211 2.838 0.733
H -0.284 1.977 1.927
```